Record 1
C17H23N3O3 in the gas phase in a non-equilibrium geometry, computed with ωB97M-V/def2-TZVPD.

Cartesian coordinates (Å):
C: -3.854 0.295 -1.033
C: -4.180 -1.043 -1.657
C: -4.875 -1.940 -0.669
C: -2.969 -1.730 -2.304
C: -1.998 -2.337 -1.247
N: -1.545 -1.271 -0.388
C: -0.797 -0.214 -0.772
O: -0.758 0.221 -1.938
C: 0.126 0.377 0.294
N: 0.713 -0.683 1.015
C: 1.118 1.407 -0.305
C: 2.049 2.071 0.725
C: 1.680 3.238 1.276
N: 2.560 3.627 2.240
C: 3.523 2.654 2.348
C: 4.747 2.627 3.067
C: 5.648 1.640 2.836
C: 5.411 0.666 1.868
C: 4.252 0.668 1.086
C: 3.315 1.675 1.391
C: -0.873 -3.077 -1.877
O: 0.319 -3.039 -1.528
O: -1.275 -3.706 -2.983
H: -3.328 0.236 -0.068
H: -3.346 0.940 -1.730
H: -4.869 0.789 -0.771
H: -4.934 -0.830 -2.494
H: -5.087 -2.969 -1.019
H: -5.828 -1.520 -0.402
H: -4.291 -1.988 0.252
H: -3.413 -2.482 -2.929
H: -2.501 -0.993 -2.968
H: -2.508 -3.078 -0.624
H: -1.263 -1.572 0.515
H: -0.519 0.934 0.962
H: 1.444 -0.245 1.585
H: 1.164 -1.271 0.329
H: 0.485 2.186 -0.761
H: 1.763 0.912 -1.062
H: 0.888 3.954 1.037
H: 2.584 4.543 2.620
H: 4.940 3.287 3.912
H: 6.551 1.581 3.443
H: 6.144 -0.122 1.685
H: 4.096 -0.136 0.344
H: -0.512 -4.282 -3.301

structure (SMILES): CC(C)C[C@H](NC(=O)[C@@H](N)Cc1c[nH]c2ccccc12)C(=O)O
energy above the lowest of the compared OMol25 structures with the same formula, charge and spin: 180.9 kJ/mol
HOMO level: -8.0 eV
maximum force: 0.0698 hartree/bohr

---

Record 2
C17H23N3O4 in the gas phase, computed with ωB97M-V/def2-TZVPD.

Cartesian coordinates (Å):
C: 8.547 0.008 0.065
C: 7.096 -0.140 0.507
C: 6.183 -0.456 -0.676
C: 4.737 -0.741 -0.272
C: 4.022 0.493 0.283
N: 2.620 0.228 0.511
C: 1.636 0.848 -0.175
O: 1.841 1.731 -0.986
C: 0.249 0.391 0.163
C: -0.050 -0.932 0.499
C: -1.350 -1.293 0.778
C: -2.374 -0.348 0.730
C: -3.755 -0.738 1.037
O: -4.070 -1.844 1.413
N: -4.696 0.277 0.891
C: -6.100 -0.071 1.055
C: -6.821 -0.061 -0.292
O: -6.148 -0.934 -1.170
C: -6.734 -0.987 -2.443
C: -4.423 1.588 0.557
O: -5.278 2.441 0.487
N: -3.102 1.883 0.324
C: -2.077 0.972 0.374
C: -0.764 1.332 0.087
H: 8.904 -0.913 -0.392
H: 8.642 0.810 -0.663
H: 9.185 0.239 0.915
H: 7.023 -0.943 1.245
H: 6.775 0.786 0.987
H: 6.201 0.378 -1.380
H: 6.575 -1.334 -1.194
H: 4.186 -1.087 -1.149
H: 4.717 -1.539 0.475
H: 4.069 1.312 -0.437
H: 4.483 0.813 1.222
H: 2.386 -0.481 1.187
H: 0.725 -1.684 0.512
H: -1.612 -2.307 1.038
H: -6.121 -1.074 1.483
H: -6.573 0.651 1.724
H: -6.834 0.959 -0.703
H: -7.862 -0.387 -0.143
H: -6.136 -1.679 -3.032
H: -7.768 -1.350 -2.390
H: -6.733 0.000 -2.923
H: -2.903 2.841 0.069
H: -0.519 2.343 -0.201

structure (SMILES): CCCCCNC(=O)c1ccc2c(=O)n(CCOC)c(=O)[nH]c2c1
energy above the lowest of the compared OMol25 structures with the same formula, charge and spin: 5.3 kJ/mol
HOMO level: -9.0 eV
maximum force: 0.0133 hartree/bohr

---

Record 3
A molecular structure, C17H23N3O4PRh, computed with ωB97M-V/def2-TZVPD.

Cartesian coordinates (Å):
Rh: -0.423 -0.793 0.007
C: -0.184 4.963 1.964
C: -0.566 3.630 2.221
C: -0.745 2.755 1.188
C: -0.540 3.214 -0.146
C: -0.185 4.569 -0.388
C: 0.006 5.430 0.663
N: -0.697 2.475 -1.269
N: -0.848 1.203 -1.120
C: -1.190 0.496 -2.238
C: -1.473 1.016 -3.527
C: -1.782 0.120 -4.505
C: -1.805 -1.271 -4.226
C: -1.528 -1.781 -2.959
C: -1.217 -0.911 -1.933
H: -0.050 5.640 2.798
H: -0.729 3.313 3.241
H: -1.070 1.742 1.376
H: -0.063 4.882 -1.416
H: 0.289 6.458 0.490
H: -1.440 2.080 -3.712
H: -2.004 0.461 -5.507
H: -2.034 -1.955 -5.035
H: -1.547 -2.852 -2.803
C: 2.580 -1.058 2.516
O: 2.894 -0.916 1.112
P: 1.873 -1.409 0.002
O: 2.657 -1.060 -1.321
C: 3.292 0.217 -1.553
O: 1.813 -2.979 0.022
C: 2.998 -3.813 -0.146
H: 3.512 -0.918 3.052
H: 2.182 -2.051 2.724
H: 1.863 -0.293 2.812
H: 3.722 0.163 -2.547
H: 4.069 0.386 -0.812
H: 2.551 1.018 -1.513
H: 2.774 -4.757 0.337
H: 3.861 -3.343 0.323
H: 3.175 -3.957 -1.207
C: -2.632 -2.105 3.653
C: -2.285 -1.988 2.206
N: -3.022 -2.637 1.317
O: -1.311 -1.271 1.867
H: -3.366 -2.883 3.846
H: -3.032 -1.148 3.990
H: -1.725 -2.305 4.220
H: -3.795 -3.214 1.605
H: -2.822 -2.560 0.331

expectation value of S²: 6.08
multiplicity: 5
HOMO level (alpha / beta): -14.0 / -15.6 eV
total charge: +2
maximum force: 0.0059 hartree/bohr

---

Record 4
A molecular structure, C17H23N3O6S in a non-equilibrium geometry, computed with ωB97M-V/def2-TZVPD.

Cartesian coordinates (Å):
C: -5.863 -2.742 -0.237
H: -6.812 -3.015 -0.432
O: -5.724 -1.247 -0.282
C: -4.618 -0.761 -0.149
C: -3.439 -1.569 -0.195
C: -2.344 -0.743 0.140
C: -2.419 0.604 0.309
C: -3.558 1.432 -0.055
C: -4.784 0.710 -0.166
O: -5.957 1.125 -0.165
C: -6.315 2.752 -0.225
H: -5.866 3.101 -1.209
H: -7.315 2.444 -0.478
H: -5.933 3.170 0.699
O: -3.627 2.765 -0.001
C: -2.495 3.487 0.365
H: -1.858 3.126 1.220
H: -2.771 4.510 0.332
H: -1.656 3.455 -0.677
H: -1.425 1.302 0.361
C: -1.063 -1.334 0.076
N: -0.971 -2.533 0.259
O: 0.486 -2.713 0.266
C: 0.988 -1.567 0.506
N: 0.174 -0.493 0.071
C: 2.607 -1.454 0.465
H: 2.767 -1.593 1.543
C: 3.027 -0.018 -0.230
N: 4.335 -0.085 0.100
S: 5.041 1.470 -0.117
O: 6.404 1.540 -0.591
O: 4.100 2.273 -1.131
C: 4.917 2.137 1.539
H: 3.830 1.912 1.805
H: 5.484 1.395 2.127
H: 5.277 3.324 1.580
C: 5.191 -1.112 -0.808
C: 4.776 -2.423 0.284
C: 3.256 -2.628 -0.102
H: 2.862 -3.461 0.486
H: 3.091 -2.849 -1.013
H: 4.910 -2.341 1.313
H: 5.228 -3.299 -0.428
H: 6.171 -1.033 -0.469
H: 4.851 -1.101 -1.787
H: 2.652 0.619 0.233
H: 2.812 -0.312 -1.223
H: -3.262 -2.611 -0.043
H: -5.490 -3.106 0.487
H: -5.487 -3.051 -1.136

energy above the lowest of the compared OMol25 structures with the same formula, charge and spin: 1682.6 kJ/mol
HOMO level: -7.0 eV
maximum force: 0.2973 hartree/bohr

---

Record 5
C17H23N5O in the gas phase, computed with ωB97M-V/def2-TZVPD.

Cartesian coordinates (Å):
C: -5.279 -2.603 1.161
C: -5.122 -1.306 0.353
N: -3.809 -0.701 0.381
C: -3.448 -0.051 1.627
C: -3.870 1.418 1.627
C: -2.782 -1.409 -0.346
C: -2.584 -0.758 -1.733
N: -2.275 0.648 -1.641
C: -1.199 1.156 -0.968
N: -1.363 2.395 -0.499
C: -0.357 3.002 0.115
N: 0.842 2.524 0.355
C: 1.041 1.285 -0.102
C: 0.051 0.542 -0.789
N: 0.573 -0.687 -1.123
C: 1.870 -0.754 -0.679
C: 2.793 -1.782 -0.785
C: 4.050 -1.594 -0.241
C: 4.394 -0.400 0.405
O: 5.619 -0.157 0.962
C: 6.609 -1.151 0.886
C: 3.471 0.632 0.514
C: 2.208 0.455 -0.028
H: -6.299 -2.965 1.073
H: -5.064 -2.433 2.213
H: -4.607 -3.376 0.795
H: -5.832 -0.567 0.730
H: -5.375 -1.506 -0.692
H: -3.907 -0.558 2.487
H: -2.364 -0.100 1.760
H: -3.318 1.972 0.870
H: -4.934 1.511 1.425
H: -3.661 1.861 2.597
H: -1.836 -1.366 0.202
H: -3.035 -2.467 -0.493
H: -1.799 -1.279 -2.290
H: -3.508 -0.845 -2.307
H: -3.086 1.236 -1.501
H: -0.562 4.004 0.467
H: 0.109 -1.412 -1.640
H: 2.544 -2.709 -1.281
H: 4.768 -2.394 -0.325
H: 7.482 -0.735 1.386
H: 6.868 -1.387 -0.152
H: 6.303 -2.069 1.401
H: 3.740 1.549 1.011

structure (SMILES): CCN(CC)CCNc1ncnc2c1[nH]c1ccc(OC)cc12
energy above the lowest of the compared OMol25 structures with the same formula, charge and spin: 7.7 kJ/mol
HOMO level: -7.6 eV
maximum force: 0.0184 hartree/bohr

---

Record 6
C17H23N5O in the gas phase in a non-equilibrium geometry, computed with ωB97M-V/def2-TZVPD.

Cartesian coordinates (Å):
C: -0.924 2.987 -3.950
C: 0.433 3.563 -3.716
C: 0.758 3.867 -2.262
N: 0.670 2.644 -1.411
C: 0.216 2.928 -0.025
C: -0.179 1.605 0.661
C: 1.062 0.671 0.730
C: 0.793 -0.613 1.473
N: 1.650 -0.981 2.391
C: 1.112 -2.140 2.972
C: 1.451 -2.940 4.102
N: 0.736 -4.017 4.485
C: -0.373 -4.348 3.818
C: -0.815 -3.586 2.691
C: -0.031 -2.475 2.290
N: -0.235 -1.533 1.286
C: -1.360 -1.421 0.339
C: -1.772 -2.797 -0.193
N: -2.453 -3.659 0.757
C: -1.944 -4.146 1.951
O: -2.582 -5.115 2.307
C: 1.630 0.400 -0.680
C: 1.867 1.706 -1.426
H: -1.109 2.079 -3.388
H: -1.694 3.731 -3.698
H: -1.012 2.720 -4.996
H: 0.481 4.488 -4.307
H: 1.186 2.869 -4.144
H: 0.021 4.596 -1.953
H: 1.734 4.344 -2.180
H: 1.006 3.391 0.569
H: -0.624 3.591 -0.096
H: -1.001 1.141 0.092
H: -0.552 1.825 1.673
H: 1.785 1.240 1.295
H: 2.356 -2.650 4.614
H: -0.933 -5.192 4.205
H: -1.142 -0.814 -0.546
H: -2.235 -0.960 0.828
H: -2.438 -2.645 -1.086
H: -0.833 -3.300 -0.505
H: -3.144 -4.306 0.351
H: 0.960 -0.213 -1.251
H: 2.583 -0.196 -0.544
H: 2.134 1.464 -2.470
H: 2.762 2.198 -1.052

structure (SMILES): CCCN1CCC(c2nc3cncc4c3n2CCNC4=O)CC1
energy above the lowest of the compared OMol25 structures with the same formula, charge and spin: 0.0 kJ/mol
HOMO level: -8.8 eV
maximum force: 0.0518 hartree/bohr

---

Record 7
C17H23NO4 in the gas phase, computed with ωB97M-V/def2-TZVPD.

Cartesian coordinates (Å):
C: 0.879 -1.043 5.252
O: 1.069 -0.509 3.964
C: 2.350 -0.445 3.468
C: 3.487 -0.829 4.156
C: 4.734 -0.714 3.558
C: 4.849 -0.219 2.274
C: 3.718 0.167 1.572
C: 2.467 0.058 2.157
N: 1.276 0.427 1.522
C: 1.105 0.956 0.288
O: 1.980 1.216 -0.504
C: -0.375 1.271 -0.018
C: -0.724 2.668 0.477
O: -0.559 1.242 -1.428
C: -0.360 0.051 -2.007
O: -0.121 -0.949 -1.378
C: -0.510 0.134 -3.503
C: -1.945 -0.195 -3.957
C: -2.998 0.717 -3.298
C: -3.708 -0.170 -2.277
C: -3.749 -1.524 -2.976
C: -2.354 -1.637 -3.591
H: -0.195 -1.016 5.426
H: 1.384 -0.440 6.013
H: 1.230 -2.077 5.313
H: 3.418 -1.218 5.159
H: 5.612 -1.017 4.108
H: 5.819 -0.131 1.810
H: 3.795 0.551 0.569
H: 0.457 0.225 2.080
H: -1.021 0.509 0.440
H: -0.598 2.725 1.554
H: -0.069 3.392 -0.001
H: -1.754 2.905 0.222
H: -0.248 1.144 -3.820
H: 0.180 -0.582 -3.952
H: -1.967 -0.060 -5.042
H: -3.716 1.055 -4.047
H: -2.545 1.595 -2.841
H: -3.114 -0.247 -1.365
H: -4.698 0.204 -2.014
H: -4.510 -1.511 -3.759
H: -3.969 -2.345 -2.295
H: -1.661 -2.038 -2.852
H: -2.340 -2.295 -4.459

structure (SMILES): COc1ccccc1NC(=O)[C@@H](C)OC(=O)CC1CCCC1
energy above the lowest of the compared OMol25 structures with the same formula, charge and spin: 110.2 kJ/mol
HOMO level: -8.2 eV
maximum force: 0.0112 hartree/bohr

---

Record 8
A molecular structure, C17H24AgF5N3O2Ta in a non-equilibrium geometry, computed with ωB97M-V/def2-TZVPD.

Cartesian coordinates (Å):
N: -1.849 -0.716 -0.101
C: -2.862 -1.413 -0.189
O: -3.822 -2.088 -0.257
Ag: -0.637 2.941 0.857
Ta: -0.002 -0.063 0.069
N: 0.139 1.818 -0.709
N: 0.594 -1.463 -1.140
C: -0.527 2.425 -1.909
C: 0.205 -2.500 -2.110
C: -0.240 3.934 -1.905
C: 0.015 1.828 -3.203
C: -2.018 2.155 -1.770
C: -0.349 -3.688 -1.324
C: 1.413 -2.942 -2.938
C: -0.872 -1.949 -3.027
H: -0.567 4.421 -0.970
H: -0.798 4.402 -2.727
H: 0.830 4.131 -2.039
H: 1.071 2.092 -3.351
H: -0.563 2.251 -4.041
H: -0.092 0.735 -3.227
H: -2.232 1.081 -1.676
H: -2.534 2.557 -2.656
H: -2.436 2.655 -0.881
H: 0.413 -4.094 -0.650
H: -0.650 -4.473 -2.033
H: -1.223 -3.392 -0.733
H: 2.152 -3.473 -2.329
H: 1.889 -2.083 -3.424
H: 1.067 -3.632 -3.720
H: -1.162 -2.748 -3.729
H: -0.493 -1.106 -3.616
H: -1.767 -1.645 -2.475
C: 1.625 1.982 -0.681
H: 2.096 1.121 -0.152
H: 2.050 2.061 -1.692
H: 1.889 2.892 -0.116
C: 1.841 -1.741 -0.350
H: 1.834 -1.191 0.632
H: 1.905 -2.812 -0.109
H: 2.745 -1.458 -0.910
F: -1.118 1.890 6.792
C: -0.576 1.404 5.660
C: 0.057 2.280 4.771
F: 0.133 3.598 5.060
C: 0.594 1.779 3.605
F: 1.363 2.593 2.802
C: 0.294 0.458 3.223
O: 0.312 0.081 1.926
C: -0.186 -0.453 4.185
F: -0.278 -1.770 3.879
C: -0.635 0.032 5.396
F: -1.146 -0.810 6.321

HOMO level: -15.2 eV
total charge: +2
maximum force: 0.0599 hartree/bohr

---

Question: The highest maximum force belongs to which entry?
Answer: C17H23N3O6S

---

Question: The lowest maximum force belongs to which entry?
Answer: C17H23N3O4PRh

---

Question: Look up the maximum force of the seventh one.
Answer: 0.0112 hartree/bohr